{
  "formula": "C39H33Cl2N3O5STeZr",
  "method": "wB97M-V/def2-TZVPD",
  "symbols": ["Zr", "N", "C", "C", "O", "N", "C", "C", "O", "O", "H", "H", "H", "H", "H", "H", "Cl", "C", "C", "C", "C", "C", "Cl", "C", "S", "H", "H", "H", "C", "C", "C", "C", "C", "O", "C", "C", "C", "C", "C", "C", "C", "O", "C", "C", "C", "N", "C", "C", "Te", "C", "C", "C", "C", "C", "C", "C", "C", "C", "C", "C", "C", "H", "H", "H", "H", "H", "H", "H", "H", "H", "H", "H", "H", "H", "H", "H", "H", "H", "H", "H", "H", "H", "H", "H", "H"],
  "xyz": [[0.315167, 0.713207, 1.957611], [-0.422352, 1.183862, 4.238020], [-0.515937, -0.129897, 4.922311], [0.698443, -0.953478, 4.549878], [1.068314, -1.883895, 5.238017], [1.277095, -0.513446, 3.394703], [2.256021, -1.423667, 2.788719], [2.263166, -1.125620, 1.298874], [2.481384, -1.936814, 0.442792], [1.967355, 0.167345, 1.063441], [-1.273852, 1.709990, 4.346535], [0.314482, 1.718657, 4.678092], [-0.590062, -0.063155, 6.002608], [-1.384810, -0.664647, 4.540913], [3.265612, -1.262627, 3.170972], [1.997224, -2.463596, 2.954701], [1.993769, 2.687786, 2.514825], [1.272699, 4.261793, 2.270462], [2.117049, 5.354068, 2.304571], [1.581080, 6.615544, 2.135660], [0.218637, 6.755646, 1.915637], [-0.602755, 5.642091, 1.865443], [-2.289558, 5.880928, 1.561830], [-0.106359, 4.335977, 2.054955], [-1.159116, 2.951749, 2.006354], [3.181129, 5.210798, 2.454137], [2.217885, 7.489996, 2.182861], [-0.220212, 7.736979, 1.780058], [-0.961782, -3.741635, -3.392378], [-0.823440, -2.957482, -2.111480], [-1.079979, -3.528384, -0.880317], [-1.027374, -2.807500, 0.318545], [-1.262476, -3.486737, 1.644639], [-1.462801, -2.882082, 2.673693], [-1.231784, -4.989497, 1.688239], [-2.242049, -5.654476, 2.373705], [-2.234450, -7.038983, 2.457830], [-1.199303, -7.764114, 1.879863], [-0.171230, -7.101340, 1.221819], [-0.188004, -5.717378, 1.121726], [-0.756660, -1.433409, 0.252239], [-0.873269, -0.631250, 1.338956], [-0.394140, -0.857558, -0.993145], [-0.447849, -1.617573, -2.143218], [-0.119058, 0.623113, -0.993348], [-0.985543, 1.441387, -0.532845], [-2.391627, 1.093637, -0.396472], [-3.216692, 1.778753, -1.507454], [-2.455247, 3.646676, -2.269267], [-1.176676, 2.756575, -3.703367], [-1.551716, 1.623066, -4.421074], [-0.655544, 1.012986, -5.292486], [0.617501, 1.541705, -5.470931], [0.978734, 2.698469, -4.792183], [0.088046, 3.301672, -3.913287], [1.183423, 1.195872, -1.440981], [2.123691, 0.420942, -2.104053], [3.330505, 0.977456, -2.499973], [3.611672, 2.308328, -2.223450], [2.670319, 3.086820, -1.557002], [1.460971, 2.534497, -1.174771], [-1.373244, -4.733077, -3.204967], [0.005258, -3.863336, -3.888106], [-1.621591, -3.224072, -4.092436], [-1.361942, -4.573333, -0.842440], [-3.033992, -5.076127, 2.835091], [-3.030291, -7.552675, 2.983798], [-1.188882, -8.845654, 1.949122], [0.646740, -7.663409, 0.786905], [0.624415, -5.197920, 0.625173], [-0.225127, -1.143538, -3.096140], [-2.738145, 1.456673, 0.565359], [-2.578711, 0.023373, -0.449307], [-4.225683, 1.983709, -1.153119], [-3.286895, 1.117764, -2.367365], [-2.549563, 1.211938, -4.322937], [-0.959226, 0.129009, -5.841579], [1.320006, 1.060025, -6.140777], [1.964031, 3.127376, -4.933737], [0.386138, 4.199342, -3.381487], [1.934952, -0.631352, -2.276837], [4.065475, 0.360930, -3.005150], [4.560565, 2.738939, -2.521082], [2.880647, 4.127171, -1.334886], [0.707401, 3.140116, -0.685847]],
  "atomic_forces_ev_per_a": [[-1.00, 2.41, 1.92], [0.03, -1.25, 0.13], [0.09, 0.13, -0.08], [0.30, 0.24, 0.01], [0.01, -0.13, -0.09], [0.19, -0.73, -0.03], [-0.15, 0.30, 0.04], [0.44, -0.25, 0.31], [0.08, 0.10, -0.16], [0.68, -0.71, -0.68], [-0.24, 0.25, -0.17], [0.14, 0.24, -0.03], [-0.02, 0.07, 0.15], [-0.12, -0.02, -0.01], [0.09, -0.01, 0.11], [-0.04, -0.16, 0.04], [0.69, 0.53, 0.09], [-0.23, 0.17, -0.04], [0.22, -0.10, 0.02], [-0.05, 0.15, 0.01], [-0.08, 0.04, 0.00], [0.14, -0.07, 0.02], [0.01, 0.00, 0.03], [-0.03, 0.01, -0.07], [0.07, 0.31, -0.01], [-0.10, 0.00, 0.04], [-0.03, -0.06, -0.05], [0.02, -0.09, -0.01], [0.09, 0.05, 0.03], [-0.07, -0.06, -0.15], [-0.04, -0.11, 0.09], [0.04, 0.17, 0.27], [0.07, -0.10, -0.23], [-0.14, 0.22, 0.04], [0.11, -0.03, -0.13], [-0.07, -0.01, 0.01], [0.04, 0.00, 0.01], [-0.02, 0.03, 0.00], [0.01, -0.01, 0.03], [0.02, 0.01, 0.01], [-0.24, -0.18, -0.37], [-0.54, -1.37, -0.94], [-0.21, 0.24, 0.35], [0.08, 0.03, -0.11], [-0.23, -0.32, 0.02], [-0.15, 0.16, -0.79], [0.08, 0.27, -0.08], [0.34, -0.02, 0.19], [-0.10, -0.15, -0.06], [0.02, -0.03, 0.05], [0.07, 0.00, -0.03], [0.04, 0.06, 0.06], [-0.04, 0.03, 0.05], [-0.04, 0.00, -0.06], [-0.04, 0.02, -0.06], [-0.06, -0.19, -0.02], [0.05, -0.14, 0.03], [0.11, 0.03, -0.04], [-0.06, -0.01, 0.01], [0.08, -0.04, 0.04], [-0.01, 0.13, -0.03], [0.01, 0.02, 0.00], [-0.05, -0.01, 0.04], [0.01, -0.04, 0.03], [0.03, 0.02, 0.02], [0.04, -0.02, -0.01], [0.03, 0.02, -0.03], [0.00, 0.05, 0.00], [-0.03, 0.03, 0.03], [-0.05, -0.02, -0.02], [-0.02, -0.01, 0.06], [-0.02, 0.04, 0.14], [-0.09, -0.13, 0.02], [0.00, -0.03, -0.04], [-0.06, 0.05, -0.06], [0.03, 0.01, 0.02], [0.00, 0.02, 0.01], [-0.03, 0.03, 0.02], [-0.04, -0.03, 0.02], [0.00, -0.11, 0.01], [0.05, 0.06, 0.03], [-0.05, 0.04, 0.01], [-0.03, -0.02, 0.01], [-0.01, -0.03, -0.02], [-0.05, 0.01, 0.04]],
  "gap_ev": 7.45,
  "charge": 0,
  "e_tot_ha": -3680.25344,
  "de_lowest_kj_mol": 211.7,
  "lumo_energy_ev": -0.0653
}